15
Properties=species:S:1:pos:R:3:forces:R:3 method="wB97M-V/def2-TZVPD" spin_multiplicity=1 lumo_ha=0.0309 mol_weight_g_mol=109.13 de_lowest_kcal_mol=57.1 smiles=c1ncn2c1NCC2 gap_ha=0.329
C -0.085 1.454 1.484 -0.2 1.6 1.1
N -1.088 0.777 2.163 0.3 -0.1 -0.7
C -1.333 -0.258 1.432 -0.1 0.2 0.5
N -0.656 -0.254 0.272 3.0 -1.2 -1.2
C 0.278 0.861 0.310 -1.4 -2.0 0.8
N 1.306 0.666 -0.692 -0.1 3.4 2.4
C 0.727 -0.314 -1.516 0.3 -2.6 -2.4
C -0.039 -1.362 -0.598 1.1 2.1 0.3
H 0.038 2.370 2.044 1.3 0.4 -0.9
H -1.989 -0.989 1.796 -0.9 -1.2 -0.2
H 1.434 1.601 -1.186 0.0 -1.8 0.6
H 1.545 -0.828 -2.170 -1.7 1.0 0.9
H -0.033 0.257 -2.062 -0.2 -1.0 -0.9
H -0.813 -1.865 -1.156 -0.1 -0.2 -0.1
H 0.706 -2.115 -0.121 -1.5 1.5 -0.2

---

83
Properties=species:S:1:pos:R:3:forces:R:3 method="wB97M-V/def2-TZVPD" spin_multiplicity=4 lumo_ha="-0.2617 / -0.3476" mol_weight_g_mol=756.61 total_charge=+2 gap_ha="0.190 / 0.103" s2=3.7939
Tc -1.836 -2.885 -0.535 -1.7 1.0 2.6
C -0.338 -4.140 -0.869 2.1 -0.7 0.2
C -0.014 -2.815 -1.325 1.2 -0.3 -2.0
C -0.080 -2.467 -2.818 0.8 0.4 -0.3
C -1.482 -2.400 -3.426 -0.2 0.6 -0.5
C -2.563 -2.450 -2.352 0.1 -0.6 -2.1
C -3.010 -3.751 -1.886 -2.1 0.6 -1.7
C -2.317 -5.014 -2.341 -0.6 -0.7 0.5
C -0.844 -5.146 -1.893 0.2 -0.9 0.2
C -2.029 -1.133 0.561 -0.1 0.2 0.9
H 0.173 -4.583 0.001 -0.1 0.5 -0.3
H 0.796 -2.302 -0.796 -0.5 0.1 0.4
H 0.540 -3.146 -3.409 0.1 0.0 0.1
H 0.369 -1.473 -2.965 0.1 -0.3 0.2
H -1.584 -1.429 -3.945 0.0 -0.5 0.1
H -1.635 -3.167 -4.212 0.0 0.3 0.5
H -3.331 -1.683 -2.530 0.2 -0.3 0.8
H -4.095 -3.861 -1.783 0.3 0.1 0.5
H -2.348 -5.137 -3.434 -0.2 0.4 0.3
H -2.899 -5.858 -1.931 0.3 0.3 -0.2
H -0.742 -6.157 -1.470 0.2 0.4 -0.1
H -0.204 -5.105 -2.792 -0.1 0.1 0.5
H -2.334 -1.341 1.595 -0.1 -0.2 -0.1
H -2.750 -0.391 0.182 0.0 -0.6 -0.2
H -1.077 -0.593 0.658 0.2 -0.3 -0.3
P -0.479 1.850 -1.341 -2.0 -2.0 -0.6
P 1.821 0.495 -0.066 2.0 -0.8 1.7
N -1.789 1.740 -2.468 0.1 0.3 -0.7
N -0.935 3.369 -0.644 1.4 2.6 0.0
N 2.660 -1.336 0.625 -0.8 -0.1 -0.4
N 3.004 1.273 0.925 1.6 1.0 0.6
C 0.978 2.045 -2.438 0.1 0.3 0.1
C 2.246 1.571 -1.665 0.5 -0.9 -0.2
C -3.058 1.162 -2.239 0.3 0.2 0.1
C -3.950 1.700 -3.132 0.2 -0.2 0.4
C -3.237 2.622 -3.960 0.7 0.1 0.3
C -1.925 2.630 -3.547 -0.8 -0.3 0.2
C -2.134 3.528 0.091 1.2 -0.3 -0.4
C -2.156 4.815 0.590 1.0 1.3 -0.1
C -0.957 5.469 0.170 -2.5 0.2 1.6
C -0.219 4.560 -0.572 -0.7 -3.2 -0.8
C 1.894 -1.850 1.676 -0.1 -0.4 0.1
C 2.416 -3.069 2.131 -0.6 1.4 -0.8
C 3.514 -3.369 1.296 0.1 1.1 -0.8
C 3.646 -2.294 0.399 0.0 -0.5 0.0
C 4.377 0.930 0.973 -0.7 0.4 0.6
C 5.005 1.664 1.967 -0.8 0.0 -0.4
C 4.035 2.573 2.505 -0.2 -0.4 -0.4
C 2.839 2.347 1.840 0.2 -0.8 -0.1
H 1.056 3.087 -2.814 0.3 -0.6 0.1
H 0.808 1.393 -3.321 -0.3 0.4 0.6
H 2.864 0.929 -2.315 0.0 0.5 0.0
H 2.845 2.452 -1.353 -0.2 -0.8 0.1
H -3.182 0.383 -1.480 0.1 0.6 -0.5
H -5.012 1.476 -3.178 0.3 0.0 -0.1
H -3.649 3.221 -4.757 0.0 -0.1 0.0
H -1.063 3.169 -3.921 -0.3 0.0 0.0
H -2.797 2.675 0.203 0.0 0.3 0.0
H -2.938 5.227 1.216 0.2 0.0 -0.2
H -0.686 6.482 0.411 0.1 0.1 -0.1
H 0.748 4.612 -1.048 0.0 0.3 0.0
H 1.045 -1.309 2.065 0.3 -0.1 -0.2
H 2.036 -3.617 2.982 0.1 0.0 -0.1
H 4.143 -4.255 1.334 0.0 0.4 0.0
H 4.415 -2.172 -0.350 -0.1 0.1 0.0
H 4.772 0.178 0.306 -0.1 0.0 0.3
H 6.028 1.527 2.318 -0.4 0.2 -0.3
H 4.211 3.273 3.328 -0.2 -0.3 -0.5
H 1.874 2.821 1.939 0.2 -0.1 0.0
C -1.277 0.258 4.076 -0.6 -0.4 -0.7
C 0.121 0.794 3.695 0.9 1.8 2.8
O 0.487 0.675 2.428 -0.5 0.1 -0.5
C 0.128 2.350 4.118 0.1 0.7 0.9
F -0.453 2.563 5.337 0.6 -0.3 -1.4
F 1.383 2.879 4.182 -1.4 -0.6 0.0
F -0.570 3.100 3.213 0.4 -0.7 0.3
C 1.153 0.066 4.657 1.0 -1.1 0.7
F 0.924 0.316 5.982 0.1 0.0 -1.6
F 1.033 -1.290 4.488 -0.1 1.2 0.1
F 2.446 0.380 4.390 -1.5 -0.2 0.1
H -2.060 0.819 3.555 0.2 0.1 0.2
H -1.436 0.319 5.161 0.2 0.1 -0.4
H -1.360 -0.781 3.751 0.1 0.1 0.2

---

56
Properties=species:S:1:pos:R:3:forces:R:3 method="wB97M-V/def2-TZVPD" spin_multiplicity=1 lumo_ha=-0.0797 mol_weight_g_mol=338.69 de_lowest_kcal_mol=6.2 total_charge=+1 gap_ha=0.323
O -0.310 -2.202 1.464 -0.1 0.1 -0.3
B -0.854 -3.431 1.817 0.0 -0.3 -0.1
O -0.069 -4.268 2.558 -0.2 0.6 0.5
C -2.298 -3.862 1.322 0.3 0.5 0.1
P -3.136 -2.463 0.461 0.3 -0.1 -0.6
C -4.796 -3.123 0.026 -0.4 0.1 0.6
C -5.655 -3.845 1.087 0.0 0.0 -0.3
C -5.562 -3.262 2.485 -0.4 -0.1 0.0
Cl -7.045 -3.652 3.423 0.0 0.0 0.0
H -0.368 -1.565 2.178 0.3 0.0 0.2
H -0.595 -4.830 3.133 0.1 -0.5 -0.2
H -2.858 -4.267 2.165 -0.1 -0.2 -0.1
H -2.148 -4.649 0.579 -0.1 -0.2 0.0
H -3.457 -1.642 1.563 -0.1 -0.1 0.2
H -5.357 -2.256 -0.329 0.1 0.1 -0.1
H -4.681 -3.788 -0.830 0.1 0.1 -0.1
H -6.698 -3.760 0.781 0.0 -0.1 -0.1
H -5.430 -4.911 1.087 0.1 0.0 0.2
H -5.518 -2.178 2.457 0.1 0.0 0.1
H -4.751 -3.678 3.072 0.2 0.2 0.0
C 3.616 2.843 1.789 0.0 -0.1 0.0
C 2.961 1.465 1.736 0.0 0.1 0.0
C 3.078 0.751 0.381 0.0 -0.1 0.2
C 2.825 1.532 -0.907 0.1 -0.2 0.1
N 1.421 1.965 -1.291 -0.1 0.1 -0.1
C 0.657 0.863 -1.987 0.0 -0.1 0.1
C 0.107 -0.006 -0.871 0.0 -0.1 0.0
C -0.168 0.975 0.282 0.1 -0.1 0.1
C 0.532 2.281 -0.110 -0.2 0.0 0.1
C 1.498 3.193 -2.173 0.0 0.0 -0.1
C 2.148 3.042 -3.541 0.2 -0.1 -0.1
C 3.672 2.924 -3.617 -0.1 0.0 0.0
H 3.236 3.521 1.020 0.0 0.0 0.0
H 3.427 3.317 2.751 0.0 0.0 0.0
H 4.697 2.772 1.660 0.0 0.0 0.0
H 1.922 1.535 2.061 0.0 0.0 0.0
H 3.442 0.823 2.476 0.0 0.0 0.0
H 2.515 -0.182 0.397 0.0 0.0 0.0
H 4.123 0.445 0.279 0.0 0.0 -0.1
H 3.154 0.914 -1.738 0.1 0.0 0.0
H 3.435 2.432 -0.909 -0.1 0.0 0.0
H -0.143 1.352 -2.544 0.0 0.0 0.0
H 1.313 0.341 -2.678 0.0 0.1 0.0
H 0.832 -0.760 -0.577 0.0 0.0 0.0
H -0.786 -0.543 -1.181 0.0 0.0 0.0
H 0.196 0.577 1.226 0.1 0.0 0.0
H -1.234 1.153 0.408 0.0 0.0 0.0
H 1.113 2.767 0.665 0.0 -0.1 0.0
H -0.204 2.997 -0.469 0.0 0.0 0.0
H 1.995 3.964 -1.582 0.0 0.0 0.0
H 0.463 3.497 -2.319 0.0 0.0 0.0
H 1.865 3.952 -4.074 -0.1 0.0 0.0
H 1.677 2.226 -4.094 0.0 0.0 0.0
H 4.163 3.622 -2.937 0.0 0.0 0.0
H 4.003 3.163 -4.626 0.0 0.0 0.0
H 4.035 1.921 -3.404 0.0 0.0 0.1

---

23
Properties=species:S:1:pos:R:3:forces:R:3 method="wB97M-V/def2-TZVPD" spin_multiplicity=1 lumo_ha=-0.3084 mol_weight_g_mol=108.18 de_lowest_kcal_mol=68.1 total_charge=+2 gap_ha=0.405
C -0.132 -2.309 -0.433 2.3 1.1 2.5
C -0.537 -0.945 -0.806 -3.4 0.1 0.6
C -0.811 0.171 0.181 0.9 0.1 0.8
C 0.510 0.568 1.000 -2.8 -0.5 -2.3
N 1.323 1.457 0.020 -1.2 -2.6 0.8
N -2.362 -1.469 -1.334 0.2 -1.5 -2.3
H 0.983 -2.168 -0.635 -1.0 -1.4 0.2
H -0.284 -2.470 0.662 0.3 0.4 -0.5
H -0.623 -3.189 -0.800 0.3 -0.2 -1.2
H -0.093 -0.549 -1.711 -0.5 -0.3 -0.7
H -1.518 -0.060 0.959 -0.4 -0.8 0.1
H -1.261 1.036 -0.326 0.4 -0.1 0.0
H 0.080 1.160 1.816 0.9 -0.1 0.0
H 0.931 -0.417 1.279 0.6 1.1 0.2
H 1.344 2.371 0.580 1.7 0.0 -0.8
H 2.146 0.870 -0.166 0.7 1.5 0.4
H 0.835 1.459 -0.886 0.1 0.7 0.5
H -3.079 -2.141 -0.995 0.5 0.7 1.8
H -1.903 -2.190 -1.904 0.0 0.4 -0.5
H -2.967 -1.031 -2.038 0.6 1.1 0.1
H 2.986 3.687 1.380 0.0 0.1 0.1
H 2.285 2.866 2.508 0.2 0.4 0.0
O 2.146 3.294 1.650 -0.3 -0.3 0.2

---

12
Properties=species:S:1:pos:R:3:forces:R:3 method="wB97M-V/def2-TZVPD" spin_multiplicity=1 lumo_ha=0.0160 mol_weight_g_mol=109.22 de_lowest_kcal_mol=47.3 smiles="C=CN.SS" gap_ha=0.312
C 0.245 -1.560 2.319 -0.4 -0.2 -1.2
C -0.491 -0.602 2.930 -0.2 -1.4 1.5
N -0.135 0.565 3.563 0.3 0.7 -2.0
H 0.928 -1.478 1.482 1.1 0.6 0.9
H -0.070 -2.595 2.429 -0.9 0.3 -0.6
H -1.521 -0.889 3.138 0.2 -0.2 0.8
H 0.785 0.889 3.312 0.0 0.2 0.6
H -0.458 0.712 4.498 -0.1 0.1 0.0
S -0.317 -0.531 -1.652 0.0 -0.4 0.1
S 0.488 1.193 -2.514 0.1 -0.1 0.1
H -0.097 -0.238 -0.362 -0.1 0.3 -0.1
H -0.259 1.011 -3.609 -0.1 0.2 0.0

---

92
Properties=species:S:1:pos:R:3:forces:R:3 method="wB97M-V/def2-TZVPD" spin_multiplicity=1 lumo_ha=0.0755 mol_weight_g_mol=1008.85 total_charge=-1 gap_ha=0.263
C 2.237 -2.106 1.507 0.1 1.2 0.6
C 1.286 -1.936 2.751 0.5 -1.1 -1.2
O 1.032 -2.956 3.354 -0.1 0.5 0.5
N 0.831 -0.624 3.132 0.2 -0.9 0.2
C 0.978 -0.412 4.586 0.4 -0.8 1.0
C -0.544 -0.299 2.623 -0.1 2.3 -0.1
C -1.603 -1.382 3.005 -0.3 0.1 0.9
C -3.056 -0.850 3.234 -0.7 -0.7 -0.3
C -3.960 -1.058 1.956 0.1 -0.4 0.6
C -5.370 -0.403 2.159 0.4 -0.6 0.5
N -6.053 -0.029 0.914 0.5 0.1 0.3
C -6.700 1.173 0.649 -0.5 -1.5 -2.3
C -7.230 1.015 -0.670 0.3 -0.3 0.4
C -6.863 -0.311 -1.203 0.6 1.0 2.5
C -6.111 -0.908 -0.140 -1.2 0.8 -1.7
O -0.806 0.937 3.305 -0.9 -1.3 -1.5
P -0.736 2.392 2.321 2.4 -1.1 0.7
Cl -2.864 2.284 1.891 -1.2 0.3 0.1
C -0.835 3.309 3.981 -0.2 1.0 0.0
C -2.176 4.024 4.341 0.5 0.0 1.9
C -3.194 3.117 5.141 -0.2 0.7 -1.2
I -2.383 2.425 7.040 -0.3 0.2 -0.5
P -0.459 4.383 1.314 -1.4 1.2 0.4
O -1.757 4.593 0.226 1.7 -0.2 -0.3
I 1.680 4.286 0.060 -0.2 -0.3 -0.3
O -0.568 1.536 0.817 -0.8 -1.4 1.4
C -0.343 0.147 1.103 2.2 -0.5 -1.7
C -0.842 -0.759 -0.084 -0.6 -0.5 0.3
C -1.896 -0.087 -1.037 0.4 0.3 0.5
C -1.293 0.887 -2.102 -0.6 -0.2 -0.7
C 0.029 0.352 -2.789 -1.9 0.9 0.3
N 1.150 1.094 -2.180 0.8 -2.0 0.6
C 2.304 0.317 -1.934 1.2 0.4 0.3
N 2.498 -0.895 -2.277 -0.5 0.2 -0.3
N 3.416 1.017 -1.252 -1.3 0.3 -0.3
H 1.749 -1.826 0.546 0.3 -0.2 0.7
H 2.665 -3.130 1.468 -0.6 0.6 0.1
H 3.075 -1.379 1.681 -0.6 -0.5 -0.4
H 0.066 -0.649 5.190 0.5 0.2 -0.6
H 1.766 -1.132 4.936 -0.6 0.7 -0.2
H 1.305 0.613 4.867 -0.3 -0.6 -0.6
H -1.268 -1.822 3.982 -0.1 0.4 -0.9
H -1.652 -2.255 2.305 0.3 0.8 0.4
H -3.125 0.200 3.590 0.5 -0.7 -0.4
H -3.500 -1.483 4.054 0.3 0.6 -0.7
H -3.440 -0.723 1.031 -0.5 0.1 0.7
H -4.096 -2.169 1.861 0.1 0.8 -0.1
H -5.242 0.473 2.835 -0.3 -0.4 -0.7
H -6.017 -1.170 2.667 0.5 0.8 -0.2
H -6.752 2.015 1.358 0.2 -0.8 -0.5
H -7.835 1.779 -1.199 0.6 -0.7 0.5
H -7.120 -0.748 -2.187 0.3 0.4 0.9
H -5.636 -1.905 -0.118 -0.3 0.9 0.2
H 0.713 2.292 2.431 -0.2 0.7 0.1
H -0.043 4.109 3.948 -0.6 -0.7 -0.2
H -0.490 2.598 4.771 -0.6 0.5 -0.6
H -1.908 4.833 5.082 -0.2 -0.6 -0.7
H -2.669 4.566 3.499 0.3 -0.8 0.4
H -3.507 2.216 4.573 0.4 0.6 0.5
H -4.094 3.724 5.382 0.6 -0.6 0.1
H -1.375 4.602 -0.670 -0.5 0.0 0.2
H 0.781 0.101 1.005 -0.9 -0.3 0.3
H 0.077 -1.120 -0.621 -1.0 0.4 0.2
H -1.321 -1.703 0.300 0.5 0.9 -0.1
H -2.577 0.525 -0.388 0.4 -0.6 -0.7
H -2.481 -0.903 -1.540 0.5 0.8 0.4
H -1.153 1.910 -1.669 0.1 -0.9 -0.2
H -2.074 1.017 -2.902 0.7 -0.1 0.7
H 0.044 -0.749 -2.633 0.5 0.8 -0.3
H -0.066 0.588 -3.875 0.5 -0.3 0.7
H 0.872 1.477 -1.264 0.0 0.3 -0.6
H 3.434 -1.156 -1.959 -0.2 0.2 -0.1
H 3.595 1.857 -1.820 0.0 -0.3 0.4
H 3.037 1.391 -0.372 0.3 0.0 -0.3
C 5.175 -1.170 -4.733 -0.1 0.7 0.4
C 4.442 -1.840 -5.910 0.5 0.6 -0.2
C 4.133 -3.328 -5.750 -0.5 -0.5 -0.1
F 5.253 -4.072 -5.625 -0.1 0.1 -0.1
F 3.483 -3.788 -6.849 0.0 0.2 0.0
F 5.135 -1.610 -7.053 0.0 -0.2 0.0
F 3.253 -1.192 -6.054 -0.1 -0.3 0.2
O 6.588 -1.007 -4.865 0.2 -1.1 -0.4
C 7.409 -2.072 -4.501 -1.1 0.9 0.8
C 8.210 -2.616 -5.685 0.4 -0.2 -0.5
F 7.399 -3.063 -6.666 0.0 0.1 0.2
F 8.977 -3.664 -5.296 -0.1 0.1 0.3
F 6.686 -3.025 -3.883 0.5 -0.2 -0.1
F 8.268 -1.589 -3.574 0.3 -0.2 -0.3
H 4.796 -0.148 -4.687 0.0 -0.1 -0.2
H 4.905 -1.607 -3.772 0.0 -0.2 -0.2
H 3.493 -3.505 -4.881 0.0 0.2 0.0
H 8.858 -1.842 -6.102 -0.1 0.1 0.2

---

13
Properties=species:S:1:pos:R:3:forces:R:3 method="wB97M-V/def2-TZVPD" spin_multiplicity=1 lumo_ha=-0.0061 mol_weight_g_mol=68.12 de_lowest_kcal_mol=143.6 gap_ha=0.317
C -2.970 1.664 0.238 -0.6 -0.1 -0.2
C -1.830 1.700 0.555 2.9 -0.9 0.3
C 0.666 -1.188 0.863 3.7 -1.7 0.8
C 1.472 -0.104 -1.114 -1.3 2.1 1.7
C 0.987 0.146 0.361 1.1 -0.1 -1.6
H -3.938 1.476 -0.076 -1.3 0.2 -0.3
H -0.353 -1.087 0.714 -2.9 -0.2 0.6
H 1.089 -1.582 1.865 -1.5 1.4 -1.0
H 0.981 -1.987 0.177 -0.1 -0.2 -0.1
H 0.550 -0.407 -1.642 0.5 -0.4 0.0
H 1.862 0.789 -1.608 -0.2 0.0 0.1
H 2.242 -0.830 -1.012 0.5 -1.1 -0.5
H -0.758 1.411 0.680 -1.1 1.0 0.2

---

16
Properties=species:S:1:pos:R:3:forces:R:3 method="wB97M-V/def2-TZVPD" spin_multiplicity=1 lumo_ha=0.0344 mol_weight_g_mol=103.12 de_lowest_kcal_mol=108.0 gap_ha=0.344
C 0.916 1.781 -0.844 1.1 1.9 1.7
C 1.128 0.321 -1.038 1.6 -0.9 -0.7
N 0.418 -0.505 -0.133 -2.3 -0.6 1.4
O 0.815 -0.237 1.269 0.9 0.7 -2.5
C -0.974 -0.632 -0.426 0.3 -1.5 3.9
N -1.907 -1.135 0.364 2.1 0.8 -1.9
N -1.371 -1.404 1.667 -1.2 -0.4 1.8
H -0.215 1.858 -0.645 1.8 0.6 -0.3
H 1.266 2.397 -1.778 -0.8 -1.0 2.0
H 1.559 2.088 0.164 -1.9 -0.3 -2.7
H 0.763 0.047 -1.994 -0.7 -0.3 -1.1
H 2.152 -0.096 -1.138 -0.1 0.9 0.6
H 0.067 -0.586 1.776 -0.9 -0.5 0.1
H -1.294 -0.389 -1.398 0.0 0.3 -1.2
H -2.149 -1.094 2.283 0.9 -0.8 -0.3
H -1.173 -2.415 1.871 -0.6 1.1 -0.7